Record 1
40
Properties=species:S:1:pos:R:3:lowdin_charge:R:1 method="wB97M-V/def2-TZVPD" homo_energy_ev=-8.879 total_energy_ha=-1022.5397 relative_energy_kcal_mol=69.23 e_lumo_ev=0.40 total_charge=0
H 6.4448 -0.4443 1.0348 0.0320
N 5.8699 0.3766 1.2684 0.0766
C 4.7277 0.1021 0.7588 -0.6400
N 3.6408 0.8125 1.2406 0.1002
N 4.5546 -0.7261 -0.3150 0.0010
C 3.2647 -1.3956 -0.5103 -0.2328
C 2.3870 -0.7920 -1.6439 -0.1643
C 0.8783 -0.8002 -1.2764 -0.1360
C 0.4357 -0.0702 0.0524 -0.1530
N -0.7660 -0.7813 0.6565 0.1515
C -1.8702 -1.0169 -0.1064 -0.4234
O -1.8539 -0.8763 -1.3635 0.0178
C -3.1073 -1.4785 0.5301 -0.3599
N -3.0237 -1.3255 1.9755 0.0123
C -4.3219 -0.8133 -0.0790 -0.0872
C -4.1806 0.6869 0.0286 -0.4104
N -3.8844 1.3555 -1.1419 0.1573
O -4.1378 1.3036 1.1975 -0.0554
C 0.2858 1.3832 -0.2514 -0.4794
O -0.7615 2.0076 -0.2969 0.1109
O 1.4390 1.9722 -0.5648 0.0863
H 4.1024 1.6366 1.7633 0.1332
H 3.0639 1.3077 0.5372 0.0613
H 5.4198 -1.1102 -0.9748 0.2233
H 2.7493 -1.4117 0.4841 0.1131
H 3.3744 -2.4700 -0.6479 0.1089
H 2.6021 -1.4995 -2.5357 0.1333
H 2.7452 0.2736 -1.8608 0.1196
H 0.5527 -1.8125 -1.0914 0.1141
H 0.4171 -0.4954 -2.1808 0.0992
H 1.2315 -0.1544 0.7807 0.1206
H -0.7630 -0.9528 1.6536 0.1345
H -3.2535 -2.5544 0.2520 0.1726
H -2.9001 -0.1860 2.1428 0.1575
H -3.8977 -1.7929 2.3913 0.1164
H -5.1651 -1.2158 0.3661 0.1000
H -4.4183 -1.0888 -1.1218 0.1186
H -3.3906 0.7764 -1.8066 0.0810
H -3.3140 2.2047 -0.9916 0.1133
H 1.1801 2.9188 -0.7781 0.1755

Record 2
54
Properties=species:S:1:pos:R:3:lowdin_charge:R:1 method="wB97M-V/def2-TZVPD" homo_energy_ev=-12.705 total_energy_ha=-1321.2255 relative_energy_kcal_mol=0.00 e_lumo_ev=-3.58 total_charge=+1
C -4.3276 3.6348 -1.8994 -0.1120
C -3.6422 2.5326 -2.7452 -0.2655
C -2.1664 2.3596 -2.3091 -0.2354
C -1.5592 1.0826 -2.9696 -0.1974
C -0.2887 0.6635 -2.1929 -0.2225
C -0.5582 -0.2868 -1.0157 -0.1763
C 0.7999 -0.6554 -0.3086 -0.1033
C 0.6526 -0.7419 1.1863 -0.1578
C 0.4686 -1.8929 1.8463 0.0359
N 0.3492 -1.5588 3.1983 0.1624
C 0.4748 -0.2464 3.2913 -0.2081
C 0.3623 0.3322 4.6838 -0.1099
O 1.0130 1.5925 4.8199 -0.1414
N 0.2611 2.4649 5.7084 0.0257
O 0.2812 2.0837 6.7982 0.1375
N 0.6762 0.3170 2.1129 0.1176
C 0.8895 1.7870 1.9264 -0.1267
N 0.6462 2.2501 0.5975 -0.0679
C 1.8458 2.7444 -0.1050 -0.0866
H -3.6039 4.4560 -1.7875 0.0686
H -5.2245 3.9710 -2.4291 0.0696
H -4.5609 3.2707 -0.8912 0.0697
H -4.1448 1.5703 -2.5768 0.1034
H -3.6370 2.7556 -3.8202 0.1119
H -2.1163 2.2482 -1.2131 0.0982
H -1.5816 3.2313 -2.6355 0.1153
H -1.2267 1.4107 -3.9662 0.1131
H -2.3006 0.2835 -3.0839 0.1112
H 0.3972 0.1518 -2.8855 0.1198
H 0.1767 1.5776 -1.8069 0.0741
H -1.0570 -1.1882 -1.4005 0.1176
H -1.2351 0.1385 -0.2598 0.1063
H 1.5684 0.0442 -0.6491 0.0994
H 1.0756 -1.6564 -0.6662 0.1071
H 0.4204 -2.9023 1.4592 0.1366
H 0.2147 -2.1684 3.9917 0.1839
H 0.7750 -0.3502 5.4435 0.1384
H -0.7104 0.4280 4.9360 0.1435
H 0.1622 2.2770 2.5869 0.1383
H 1.8770 2.0435 2.3259 0.1368
H -0.0987 2.9296 0.5887 0.1171
H 1.6479 3.7584 -0.4725 0.0941
H 2.0858 2.1042 -0.9667 0.0635
H 2.7432 2.7806 0.5257 0.0858
C 2.6789 -5.6283 -2.0338 -0.0444
C 2.9263 -4.6603 -0.9060 -0.3125
O 1.6135 -4.2475 -0.5596 0.0912
C 0.7874 -5.2978 -0.8694 -0.5471
O -0.3227 -5.4038 -0.4713 0.1847
O 1.4104 -6.1865 -1.6752 0.0889
F 3.6293 -3.5789 -1.3218 0.0761
H 2.5963 -5.1268 -2.9993 0.1496
H 3.4416 -6.4002 -2.1010 0.1457
H 3.4145 -5.0979 -0.0332 0.1762

Record 3
16
Properties=species:S:1:pos:R:3:lowdin_charge:R:1 method="wB97M-V/def2-TZVPD" homo_energy_ev=-8.960 total_energy_ha=-267.8397 relative_energy_kcal_mol=53.73 e_lumo_ev=1.21 total_charge=0
C 1.7988 -1.0556 0.1239 -0.1268
N 0.8587 -0.1703 -0.4117 -0.1785
C 1.0370 1.2352 -0.2466 -0.1089
C -0.0447 0.4755 0.4948 -0.3040
C -1.5125 0.5545 0.1033 -0.2511
N -2.0365 -0.8798 -0.0799 -0.0521
H 2.5811 -1.3494 -0.6337 0.0973
H 2.3185 -0.5999 1.0247 0.0980
H 1.2741 -1.9625 0.3500 0.0746
H 1.8923 1.5256 0.3633 0.0988
H 0.8499 1.8937 -1.0831 0.0989
H 0.1275 0.2801 1.5862 0.1485
H -2.0718 0.9126 1.0383 0.1227
H -1.6443 1.2171 -0.7720 0.1035
H -1.6887 -1.0951 -1.1693 0.1339
H -3.0647 -0.7290 -0.1157 0.0452

Record 4
62
Properties=species:S:1:pos:R:3:mulliken_spin:R:1 method="wB97M-V/def2-TZVPD" homo_energy_ev="0.021 / -5.240" multiplicity=4 total_energy_ha=-2589.4767 e_lumo_ev="2.45 / 2.31" total_charge=-1
C 2.6577 -1.2538 -1.8962 -2.7134
C 3.2278 0.0347 -1.2307 0.3103
C 1.5807 -1.8215 -0.9400 0.7347
C 1.9730 -1.3162 0.4314 0.6638
H 1.5649 -2.9151 -1.0140 -0.0550
H 0.5930 -1.4220 -1.2208 0.0254
C 2.6509 0.0440 0.1763 0.1996
H 2.9226 0.8974 -1.8287 -0.2815
H 4.3206 -0.0053 -1.1883 -0.3057
C 1.5558 1.0643 0.3061 2.2983
H 3.4092 0.2643 0.9318 -0.3284
H 2.7256 -2.0139 0.8320 -0.0033
C 0.7956 -1.0597 1.4199 -0.8119
C 2.0168 -1.1265 -3.2608 0.7871
C 3.7453 -2.2676 -2.2603 0.8648
O 3.6993 -3.4179 -1.8628 -0.0668
O 1.5734 -0.1099 -3.7684 -0.2387
O 2.0383 -2.3235 -3.8864 0.0195
O 4.7558 -1.8681 -3.0688 -0.2602
C 4.8683 -0.5767 -3.7379 0.6602
H 4.9723 0.2615 -3.0339 -0.1743
H 4.0280 -0.3920 -4.4251 0.0387
H 5.7913 -0.6858 -4.3105 -0.1154
C 1.4540 -2.3231 -5.1906 0.1302
H 0.3815 -2.0972 -5.1309 -0.0010
H 1.6165 -3.3323 -5.5662 -0.0019
H 1.9483 -1.5849 -5.8363 -0.0029
O 0.4670 0.3137 1.2585 -0.8212
H 0.9531 1.2418 -0.5852 0.3349
H 1.8094 1.9793 0.8510 -0.3221
C 1.3500 -1.4013 2.7892 0.2177
C -0.4768 -1.8810 1.1799 0.0536
H -0.2290 -2.9496 1.1776 0.0061
H -0.9997 -1.6463 0.2458 0.0140
H -1.1751 -1.6819 2.0047 -0.0274
H 0.5737 -1.3168 3.5513 0.0118
H 2.2066 -0.7620 3.0500 -0.0705
H 1.6765 -2.4531 2.7560 0.0142
Mn -4.1275 2.2688 1.5640 1.0715
C -1.9463 1.6689 3.6524 0.0533
C -0.9409 0.7636 3.4352 0.1198
C -0.0900 1.2780 2.2981 0.2945
H -0.6669 -0.0729 4.0658 -0.0254
C -0.9405 2.3274 1.7008 0.4143
C -1.9760 2.6282 2.5629 0.1682
H -2.6532 3.4965 2.5333 -0.1244
H -2.7023 1.6527 4.4352 -0.0065
H 0.7743 1.7811 2.7748 0.1323
H -0.7645 2.7653 0.7188 0.0809
C -5.1042 0.6005 0.6646 -0.0671
C -5.7030 1.8321 0.2108 -0.0199
C -4.6907 2.5919 -0.4795 -0.0032
H -6.7513 2.1165 0.3214 -0.0042
C -3.4643 1.8361 -0.4410 0.0392
C -3.7214 0.5982 0.2548 0.0480
H -3.0161 -0.2201 0.3792 0.0047
H -5.6068 -0.2137 1.1846 -0.0043
H -4.8373 3.5406 -0.9979 -0.0052
H -2.5280 2.1017 -0.9247 -0.0074
O -6.4954 2.1124 5.1268 -0.0043
C -5.8563 2.1820 4.1257 0.0109
N -5.2133 2.2685 3.1149 0.0512

Record 5
11
Properties=species:S:1:pos:R:3:lowdin_charge:R:1 method="wB97M-V/def2-TZVPD" homo_energy_ev=-8.829 total_energy_ha=-339.4718 relative_energy_kcal_mol=68.93 e_lumo_ev=0.15 total_charge=0
N 2.1267 0.4711 0.6984 0.1795
C 1.3241 -0.3478 0.2901 -0.1702
C 0.5195 -1.3759 0.0481 -0.1593
N -0.8570 -1.3576 -0.2062 0.0427
C -1.5281 -0.2799 -0.2843 -0.1287
C -1.0103 1.1321 -0.1021 -0.2353
O -0.3055 1.7193 -0.8922 0.0483
H 2.6142 1.1052 0.0701 0.0904
H 0.9973 -2.3507 0.0312 0.1048
H -2.5988 -0.3657 -0.4811 0.1084
H -1.2822 1.6500 0.8279 0.1195

Record 6
21
Properties=species:S:1:pos:R:3:lowdin_charge:R:1 method="wB97M-V/def2-TZVPD" homo_energy_ev=-2.101 total_energy_ha=-499.0007 relative_energy_kcal_mol=43.61 e_lumo_ev=3.46 total_charge=-1
C 2.0930 0.8423 -1.4943 0.0877
C 2.2328 0.8627 -0.1310 -0.0917
C 2.7143 -0.3222 0.5194 -0.5376
C -1.7229 -1.2575 -1.5715 -0.2063
C -1.0837 1.9691 0.7454 -0.0765
C -1.6545 0.1166 -0.9318 -0.2386
C -1.1218 0.4380 0.2989 -0.6890
O 2.9994 -1.4216 0.0774 0.0760
O 2.9864 -0.0246 1.8179 0.0981
O -0.6650 -0.2848 1.1492 -0.0849
H 1.7286 1.8054 -1.8649 0.0666
H 2.3617 -0.0494 -2.0191 0.0641
H -2.4782 -1.3594 -2.3809 0.0340
H -0.7439 -1.5087 -2.0452 0.0430
H -2.0679 -2.0155 -0.7474 0.0794
H -2.0280 2.1009 1.2494 0.0389
H -1.0450 2.6196 -0.1528 0.0442
H -0.1549 2.1149 1.3287 0.0472
H -2.0273 0.8298 -1.7740 0.0714
H 2.2126 1.8168 0.3947 0.1085
H 2.9676 -0.7050 2.4181 0.0657